A structure of composition C34H35HfN9O2S in a non-equilibrium geometry. Source: the Open Molecules 2025 dataset; level of theory: ωB97M-V with the def2-TZVPD basis set.

CARTESIAN COORDINATES (ANGSTROEM)
1 Hf -0.46229 -0.25497 -0.31749
2 C -2.37629 -1.16697 1.87721
3 N -2.69009 -0.93697 0.45141
4 C -3.64479 0.17073 0.32021
5 C -3.02159 1.50263 0.64501
6 C -3.82339 2.55433 1.06681
7 C -3.23499 3.77103 1.37311
8 C -1.85729 3.88103 1.26031
9 C -1.13379 2.79003 0.80761
10 N -1.69709 1.61543 0.49691
11 C -3.24419 -2.17447 -0.13639
12 C -2.56839 -2.59267 -1.42099
13 C -3.19559 -3.52307 -2.24319
14 C -2.54039 -3.98307 -3.37199
15 C -1.28399 -3.46357 -3.65279
16 C -0.74729 -2.50907 -2.80479
17 N -1.36069 -2.08167 -1.69389
18 C -1.22659 -2.14567 1.98431
19 C -1.01359 -2.94057 3.10251
20 C -0.01469 -3.90137 3.05461
21 C 0.72071 -4.05427 1.88811
22 C 0.48291 -3.18337 0.84331
23 N -0.46379 -2.24287 0.88701
24 H -3.25549 -1.55987 2.41441
25 H -2.08519 -0.22127 2.35211
26 H -4.50799 0.01963 0.98281
27 H -4.01209 0.21393 -0.71109
28 H -4.89019 2.41363 1.14761
29 H -3.83489 4.59843 1.71821
30 H -1.35749 4.80423 1.50651
31 H -0.06139 2.86033 0.70241
32 H -4.32669 -2.08847 -0.29499
33 H -3.10939 -3.00947 0.56061
34 H -4.18829 -3.86827 -2.00249
35 H -3.00099 -4.71887 -4.01319
36 H -0.73859 -3.78057 -4.52619
37 H 0.21541 -2.05917 -2.99449
38 H -1.61829 -2.81077 3.98881
39 H 0.16871 -4.53567 3.90711
40 H 1.47291 -4.81997 1.80111
41 H 1.05241 -3.23537 -0.07699
42 N 5.60291 3.99893 2.75191
43 C 4.66301 3.03593 2.71901
44 C 5.02151 1.68313 2.55331
45 C 4.05791 0.71753 2.38581
46 C 2.71741 1.08683 2.39271
47 C 2.33591 2.39623 2.64651
48 C 3.29721 3.36293 2.82471
49 S 1.50531 -0.10667 1.96001
50 O 1.68521 -1.36407 2.61811
51 O 0.12651 0.42943 2.02951
52 N 1.48891 -0.29607 0.33511
53 C 2.39251 -0.79157 -0.52199
54 N 3.67951 -0.88887 -0.21749
55 C 4.49321 -1.30597 -1.17209
56 C 4.03411 -1.64747 -2.43729
57 C 2.67151 -1.52827 -2.65419
58 N 1.82591 -1.11397 -1.71219
59 H 6.57921 3.76743 2.68881
60 H 5.35331 4.96313 2.88911
61 H 6.06691 1.41563 2.55201
62 H 4.32281 -0.31477 2.22881
63 H 1.28371 2.61953 2.71891
64 H 3.01591 4.38343 3.03411
65 H 5.54081 -1.35497 -0.90909
66 H 4.69351 -1.99557 -3.21289
67 H 2.24621 -1.76207 -3.62289
68 C -2.71129 0.28103 -3.19109
69 C -1.78909 1.30183 -2.60109
70 C -1.86179 2.65243 -2.81779
71 C -0.66519 3.21973 -2.33509
72 C 0.09231 2.19313 -1.83489
73 C 1.51541 2.26273 -1.36969
74 N -0.58599 0.98283 -1.96979
75 H -3.57919 0.78973 -3.59939
76 H -3.05289 -0.47777 -2.48839
77 H -2.22429 -0.22567 -4.02429
78 H -2.65549 3.18073 -3.30229
79 H -0.38059 4.24903 -2.40089
80 H 1.85131 3.29753 -1.40569
81 H 2.14401 1.68693 -2.05249
82 H 1.67631 1.88313 -0.35469

Kohn-Sham gap in eV: 7.312
ΔE to the lowest compared entry with this formula, charge and spin in kcal per mole: 5.3
Charge: +2



The ion C34H35N2O with charge +1 in a non-equilibrium geometry. Source: the Open Molecules 2025 dataset; level of theory: ωB97M-V with the def2-TZVPD basis set.

CARTESIAN COORDINATES (ANGSTROEM)
1 C -1.32837 6.16603 0.26726
2 C -0.93123 5.36056 1.34227
3 C -1.02727 3.96539 1.25119
4 C -1.55435 3.36510 0.08828
5 C -1.77739 1.87892 0.03536
6 C -0.63169 1.15632 0.37238
7 C -0.39256 -0.29503 0.43096
8 C -0.36465 -0.89089 1.87672
9 C -0.88424 -2.17827 2.11818
10 C -0.67338 -2.76916 3.37702
11 C 0.03488 -2.09487 4.38337
12 C 0.46375 -0.77973 4.16352
13 C 0.20158 -0.15620 2.93384
14 C -3.06273 1.40980 -0.54780
15 C -3.28163 0.12779 -1.08685
16 C -4.42817 -0.14506 -1.84393
17 C -5.44180 0.80609 -1.95256
18 C -5.31678 2.02805 -1.29498
19 C -4.12888 2.34408 -0.64390
20 C -1.85668 4.18628 -1.02370
21 C -1.72356 5.57799 -0.94088
22 H -1.24296 7.24257 0.35840
23 H -0.57740 5.79051 2.28330
24 H -0.79580 3.30026 2.09449
25 H 0.22438 1.74314 0.73626
26 H -1.06533 -0.92077 -0.21765
27 H -1.34010 -2.75450 1.29643
28 H -1.05329 -3.78483 3.55515
29 H 0.19513 -2.55185 5.35118
30 H 1.01270 -0.21708 4.93700
31 H 0.58840 0.86100 2.74658
32 H -2.56159 -0.66246 -0.86620
33 H -4.48266 -1.12004 -2.33285
34 H -6.28097 0.59171 -2.61030
35 H -6.13719 2.73581 -1.31037
36 H -4.06510 3.32122 -0.14716
37 H -2.25399 3.73814 -1.93990
38 H -1.97585 6.20263 -1.80561
39 C 2.40010 1.69610 -2.70409
40 N 1.94476 0.81572 -1.63396
41 C 1.09094 -0.31701 -1.85605
42 C -0.19059 0.07039 -2.58908
43 C 1.77757 -1.43109 -2.65711
44 N 0.91933 -0.81083 -0.43132
45 C 2.18307 -0.53235 0.25268
46 C 3.28585 -1.58151 0.01664
47 C 2.93016 -2.96248 0.50767
48 C 2.45711 -3.11039 1.81284
49 C 2.11354 -4.36909 2.30415
50 C 2.28292 -5.51432 1.50581
51 C 2.79130 -5.36661 0.19956
52 C 3.10313 -4.09956 -0.29864
53 C 2.58802 0.76531 -0.41339
54 O 3.22119 1.71074 0.08110
55 H 2.98468 2.52398 -2.27690
56 H 3.02812 1.12686 -3.41684
57 H 1.52598 2.09487 -3.23887
58 H -0.64508 0.92072 -2.06279
59 H 0.06672 0.34808 -3.63498
60 H -0.86867 -0.79568 -2.60382
61 H 2.72458 -1.74177 -2.22292
62 H 1.09757 -2.28667 -2.67713
63 H 1.97438 -1.15555 -3.70548
64 H 0.78426 -1.82346 -0.45343
65 H 1.92988 -0.39119 1.30810
66 H 3.52217 -1.63378 -1.05176
67 H 4.23176 -1.24618 0.51918
68 H 2.39910 -2.23623 2.45544
69 H 1.73287 -4.47194 3.32610
70 H 2.05114 -6.51326 1.91739
71 H 2.96568 -6.26586 -0.40770
72 H 3.51323 -3.99461 -1.30486

Kohn-Sham gap in eV: 8.250
ΔE to the lowest compared entry with this formula, charge and spin in kcal per mole: 0.0
Charge: +1
SMILES string: CN1C(=O)[C@H](Cc2ccccc2)[N@@H+]([C@H](C=C(c2ccccc2)c2ccccc2)c2ccccc2)C1(C)C



A structure of composition C34H35N4O3PRhS in a non-equilibrium geometry. Source: the Open Molecules 2025 dataset; level of theory: ωB97M-V with the def2-TZVPD basis set.

CARTESIAN COORDINATES (ANGSTROEM)
1 Rh -0.12626 0.57431 -0.24827
2 C -2.38672 1.94187 2.74455
3 C -1.33704 1.84573 3.80372
4 C -1.57479 2.43625 5.04143
5 C -0.66658 2.34219 6.08123
6 C 0.50513 1.62899 5.89659
7 C 0.75838 1.03860 4.67081
8 C -0.13821 1.15294 3.60233
9 P 0.24210 0.22255 2.05948
10 C 1.97967 -0.23692 2.30340
11 C 2.32119 -1.57336 2.48310
12 C 3.64247 -1.94527 2.67703
13 C 4.62758 -0.97126 2.71436
14 C 4.29062 0.36329 2.53407
15 C 2.97479 0.75541 2.31407
16 C 2.65926 2.20479 2.07784
17 C -0.75497 -1.27636 2.17970
18 C -1.42970 -1.71518 3.31094
19 C -2.32122 -2.77073 3.20134
20 C -2.55628 -3.36336 1.96502
21 C -1.88343 -2.92972 0.83169
22 C -0.95511 -1.89630 0.93258
23 C -0.12879 -1.43537 -0.21591
24 H -3.21786 2.55885 3.08208
25 H -2.78269 0.95474 2.50299
26 H -1.97817 2.38108 1.83612
27 H -2.50103 2.97693 5.18798
28 H -0.87933 2.81366 7.03116
29 H 1.22156 1.52656 6.70003
30 H 1.67529 0.47867 4.55558
31 H 1.54988 -2.33384 2.48361
32 H 3.89475 -2.98781 2.81146
33 H 5.66013 -1.24619 2.88044
34 H 5.06515 1.11985 2.55477
35 H 3.56992 2.76551 1.87311
36 H 2.17451 2.65852 2.94253
37 H 1.98514 2.33779 1.22476
38 H -1.28079 -1.22166 4.26339
39 H -2.85031 -3.11915 4.07794
40 H -3.27505 -4.16787 1.88402
41 H -2.06785 -3.39932 -0.12599
42 H -0.49447 -1.76911 -1.18623
43 H 0.91346 -1.74398 -0.09389
44 N 0.26230 -3.32913 -7.54585
45 C -0.04575 -2.36936 -6.62748
46 C -0.59301 -2.72505 -5.38125
47 C -0.88460 -1.75533 -4.45059
48 C -0.63003 -0.41622 -4.73170
49 C -0.08077 -0.05112 -5.95373
50 C 0.20591 -1.01622 -6.89477
51 S -1.03548 0.81461 -3.55741
52 O -0.79281 2.10375 -4.13444
53 O -2.33821 0.53106 -3.00493
54 N -0.02110 0.56670 -2.29747
55 C 1.31594 0.60717 -2.35032
56 N 1.75795 0.55493 -1.05387
57 C 3.06349 0.42878 -0.83899
58 C 3.93815 0.44367 -1.91108
59 C 3.39073 0.55104 -3.18615
60 N 2.08824 0.62036 -3.42457
61 H -0.10254 -4.25635 -7.42519
62 H 0.46388 -3.05374 -8.49000
63 H -0.79339 -3.76573 -5.16161
64 H -1.33038 -2.03534 -3.50458
65 H 0.12103 0.99080 -6.15674
66 H 0.63069 -0.72929 -7.84786
67 H 3.39766 0.32809 0.18314
68 H 5.00333 0.36818 -1.76093
69 H 4.03533 0.56024 -4.05743
70 C -3.60078 3.06739 -1.34113
71 C -2.95427 1.91407 -0.64934
72 C -3.76165 0.72130 -0.28683
73 O -1.75197 1.99465 -0.38297
74 H -4.65058 2.89225 -1.55475
75 H -3.05682 3.24776 -2.26956
76 H -3.49147 3.95462 -0.71462
77 H -4.75317 1.01246 0.05823
78 H -3.25124 0.11690 0.46080
79 H -3.87893 0.13581 -1.20093

Kohn-Sham gap in eV: 6.879
ΔE to the lowest compared entry with this formula, charge and spin in kcal per mole: 0.0
Charge: +1



| no. | E (eV) |
| --- | --- |
| 1 | -65465.7727 |
| 2 | -40847.0840 |
| 3 | -71056.8241 |